Formula: C40H41IrN4OPS3
Source: OMol25
Level of theory: ωB97M-V/def2-TZVPD

The HOMO energy (spin up / spin down) comes out at -9.66 / -10.39 eV. The value obtained for the orbital gap (spin up / spin down) is 7.4731 / 7.0757 eV. Its spin multiplicity is 5. Its total charge is +1. Its energy above the lowest of the compared OMol25 structures with the same formula, charge and spin is 0.587 eV.

Each line ends with the Löwdin spin population.
Atoms and positions in Å:
Ir  0.4263  1.7035  -0.5393  2.519
C  -0.2692  -4.0091  -1.4154  0.000
C  1.0869  -4.3518  -2.0274  0.000
C  0.8754  -4.8393  -3.4670  0.000
C  1.7095  -5.4782  -1.1896  0.000
C  2.0267  -3.1492  -2.0315  0.000
C  3.3506  -3.3137  -2.4906  0.002
C  4.2712  -2.2897  -2.4855  0.001
C  3.8607  -1.0449  -2.0131  0.007
S  4.7579  0.4325  -1.8500  0.012
C  3.3507  1.2020  -1.2109  0.015
N  2.3000  0.4330  -1.1241  0.135
C  2.5520  -0.8543  -1.5760  0.011
C  1.6296  -1.9026  -1.5853  0.001
C  3.2558  2.6154  -0.8388  0.046
C  4.3732  3.4440  -0.8231  -0.003
C  4.2271  4.7771  -0.4774  0.041
C  2.9689  5.2671  -0.1504  -0.005
C  1.8560  4.4362  -0.1625  0.065
C  1.9646  3.0878  -0.5120  0.101
H  -0.9001  -4.8993  -1.4101  0.000
H  -0.8004  -3.2339  -1.9746  0.000
H  -0.1653  -3.6717  -0.3817  0.000
H  0.1886  -5.6876  -3.4780  0.000
H  1.8106  -5.1607  -3.9271  0.000
H  0.4477  -4.0497  -4.0892  0.000
H  1.0569  -6.3533  -1.2034  0.000
H  1.8357  -5.1633  -0.1515  0.000
H  2.6835  -5.7853  -1.5707  0.000
H  3.6659  -4.2832  -2.8533  0.000
H  5.2821  -2.4545  -2.8343  0.000
H  0.6242  -1.7114  -1.2314  0.000
H  5.3548  3.0558  -1.0708  0.000
H  5.0898  5.4295  -0.4604  0.002
H  2.8551  6.3101  0.1186  -0.001
H  0.8894  4.8388  0.1083  0.006
N  -0.6725  0.7028  0.5786  0.587
P  -1.2550  -0.4572  1.4873  0.145
C  -2.2827  -1.5593  0.4946  0.019
C  -2.7579  -1.0762  -0.7225  0.004
C  -3.6089  -1.8565  -1.4923  0.000
C  -3.9875  -3.1165  -1.0519  0.000
C  -3.5109  -3.6025  0.1591  0.002
C  -2.6608  -2.8275  0.9305  0.003
C  0.0239  -1.4288  2.2936  0.021
C  -0.3159  -2.2672  3.3582  0.003
C  0.6493  -3.0724  3.9391  0.001
C  1.9580  -3.0364  3.4707  -0.001
C  2.3023  -2.1852  2.4318  0.000
C  1.3367  -1.3802  1.8446  0.001
C  -2.2942  0.1805  2.8079  0.015
C  -3.6763  0.0227  2.7987  0.004
C  -4.4415  0.5730  3.8179  0.001
C  -3.8275  1.2774  4.8418  0.002
C  -2.4474  1.4419  4.8505  0.000
C  -1.6815  0.8976  3.8357  0.004
H  -2.4477  -0.0980  -1.0661  0.002
H  -3.9827  -1.4753  -2.4338  0.000
H  -4.6541  -3.7221  -1.6521  0.000
H  -3.7990  -4.5878  0.5013  0.000
H  -2.2890  -3.2230  1.8687  0.000
H  -1.3271  -2.2754  3.7487  0.000
H  0.3841  -3.7198  4.7644  0.000
H  2.7111  -3.6648  3.9282  0.000
H  3.3249  -2.1409  2.0787  0.000
H  1.6088  -0.7011  1.0508  0.001
H  -4.1592  -0.5284  2.0013  0.000
H  -5.5161  0.4483  3.8117  0.000
H  -4.4256  1.7021  5.6377  0.000
H  -1.9703  1.9955  5.6482  0.000
H  -0.6062  1.0341  3.8395  0.000
C  -0.3138  -0.3024  -4.6085  0.005
C  0.1250  0.6941  -3.5783  0.011
N  1.0752  1.5730  -3.9197  0.008
O  -0.3529  0.6606  -2.4365  0.118
H  -0.2660  0.0962  -5.6203  0.001
H  -1.3235  -0.6295  -4.3779  0.000
H  0.3529  -1.1654  -4.5398  0.000
H  1.4588  1.5967  -4.8478  0.000
H  1.4102  2.2344  -3.2341  0.010
S  -1.2524  3.8148  1.6704  0.061
C  -1.6441  5.4039  1.4785  0.008
N  -1.8592  6.3003  2.4507  0.003
C  -2.4480  7.5759  2.0714  0.001
C  -2.0054  7.8125  0.6302  0.000
S  -1.8619  6.1509  -0.0906  0.002
H  -1.8821  5.9630  3.4005  0.000
H  -2.0868  8.3644  2.7297  0.000
H  -3.5381  7.5305  2.1431  0.000
H  -1.0424  8.3175  0.5839  0.000
H  -2.7395  8.3891  0.0735  0.000

Cartesian forces (eV/Å) of the 6 atoms listed first:
-0.0833 0.4414 0.1930
-0.0522 0.0083 -0.0038
-0.0108 0.0051 -0.0013
0.0029 0.0059 -0.0108
-0.0057 -0.0167 0.0042
0.0002 -0.0124 0.0066



Formula: C40H41IrN9O6
Source: OMol25
Level of theory: ωB97M-V/def2-TZVPD

The HOMO energy comes out at -4.16 eV. The value obtained for the orbital gap is 5.8658 eV. Its total charge is -1. Its energy above the lowest of the compared OMol25 structures with the same formula, charge and spin is 0.588 eV.

Each line ends with the Mulliken charge.
Atoms and positions in Å:
Ir  -0.7056  -1.9288  0.1304  0.962
O  -0.5320  -3.8751  3.8710  -0.799
C  -1.0569  -3.3797  2.8839  -0.212
O  -0.4681  -2.5173  2.1163  -0.644
C  -2.5327  -3.6642  2.6082  0.145
C  -3.3418  -2.3517  2.6323  -0.191
C  -4.8341  -2.6550  2.8211  -1.089
C  -5.2081  -3.1937  1.4152  -1.064
C  -3.8544  -3.1079  0.6941  -0.070
O  -3.2940  -1.9164  1.2726  -0.139
C  -2.9437  -4.2395  1.2153  0.028
C  -1.8592  -4.6976  0.2223  -0.087
O  -1.8233  -5.8940  -0.0377  -0.810
O  -1.0877  -3.8446  -0.3631  -0.732
H  -2.8667  -4.3266  3.4050  0.523
H  -2.9265  -1.5806  3.2786  0.645
H  -5.0128  -3.3714  3.6230  0.392
H  -5.3802  -1.7395  3.0496  0.331
H  -5.5941  -4.2125  1.4344  0.454
H  -5.9453  -2.5560  0.9273  0.290
H  -3.8931  -3.0070  -0.3890  0.654
H  -3.5223  -5.1491  1.3624  0.546
C  2.3104  3.2587  -3.0141  -1.274
N  2.8712  2.1854  -2.2251  0.878
C  2.2684  1.4111  -1.3075  -0.230
N  3.1678  0.7902  -0.5726  -0.314
C  4.3378  1.2403  -1.0924  -0.317
N  4.2142  2.0952  -2.0844  -0.905
C  2.2231  4.5495  -2.2203  1.326
C  1.7866  5.7332  -2.8063  -0.773
C  1.7411  6.9092  -2.0687  -0.493
C  2.1088  6.9245  -0.7301  -0.933
C  2.5220  5.7393  -0.1381  -0.326
C  2.5904  4.5703  -0.8877  -0.047
C  2.8775  5.6330  1.2781  0.475
N  3.3549  6.4881  2.1129  -0.504
N  3.5500  5.7993  3.3115  -0.522
C  3.1858  4.5838  3.0930  0.437
O  2.7401  4.4036  1.8296  -0.195
C  3.1733  3.4029  3.9576  0.166
C  4.1359  3.2228  4.9423  -0.956
C  4.1274  2.0524  5.6859  -0.577
C  3.1639  1.0803  5.4576  -0.851
C  2.1813  1.2702  4.4911  0.765
C  1.0516  0.2768  4.3612  -1.566
N  0.3508  0.3256  3.0949  1.431
C  0.7227  -0.1080  1.8940  -0.576
N  -0.2949  0.0079  1.0463  0.076
C  -1.2869  0.5347  1.8185  -0.671
N  -0.9437  0.7444  3.0610  -1.100
C  2.2002  2.4321  3.7383  0.257
H  1.3287  2.9530  -3.3779  0.317
H  2.9666  3.3925  -3.8734  0.368
H  1.1968  1.3123  -1.2233  0.516
H  5.3041  0.9221  -0.7366  0.456
H  1.4815  5.7413  -3.8467  0.438
H  1.4020  7.8222  -2.5404  0.382
H  2.0632  7.8346  -0.1472  0.502
H  2.9320  3.6690  -0.4017  0.554
H  4.8877  3.9837  5.1031  0.481
H  4.8841  1.8907  6.4423  0.390
H  3.1712  0.1662  6.0399  0.447
H  0.2917  0.5239  5.1027  0.331
H  1.3702  -0.7487  4.5534  0.499
H  1.6902  -0.5215  1.6647  0.257
H  -2.2712  0.7497  1.4367  0.725
H  1.4492  2.5924  2.9755  0.565
C  -2.3159  0.7786  -3.4108  -1.427
C  -3.0740  -0.3318  -2.6721  0.679
C  -3.2226  0.0407  -1.1981  -1.515
C  -2.4530  -1.6751  -3.0335  0.319
C  -3.1431  -2.4574  -3.9517  -0.751
C  -2.5809  -3.5916  -4.5104  -1.439
C  -1.2618  -3.8855  -4.2106  -0.694
C  -0.5140  -3.1383  -3.3072  0.685
C  0.9934  -3.4038  -3.2956  0.455
C  1.6789  -3.8166  -1.9954  -1.420
C  1.6985  -2.1913  -3.9142  -1.385
C  -1.1622  -2.0807  -2.6170  -0.149
N  -0.5731  -1.3579  -1.5760  1.215
H  -2.7753  1.7551  -3.2299  0.436
H  -2.2957  0.5936  -4.4862  0.402
H  -1.2848  0.8077  -3.0507  0.022
H  -4.0880  -0.3697  -3.0843  0.591
H  -2.2571  0.2794  -0.7549  -0.093
H  -3.6624  -0.7649  -0.6100  0.217
H  -3.8692  0.9212  -1.1190  0.528
H  -4.1453  -2.1543  -4.2389  0.354
H  -3.1434  -4.2094  -5.1991  0.366
H  -0.7786  -4.7247  -4.6996  0.356
H  1.1257  -4.2414  -3.9889  0.437
H  1.6356  -3.0299  -1.2459  0.023
H  2.7326  -4.0262  -2.2091  0.577
H  1.2178  -4.7027  -1.5687  0.275
H  1.5176  -1.3058  -3.3043  0.100
H  1.3254  -1.9946  -4.9220  0.328
H  2.7780  -2.3547  -3.9664  0.468

Cartesian forces (eV/Å) of the 6 atoms listed first:
0.1230 0.1194 0.2913
-0.0011 0.0325 -0.0081
0.0242 -0.0202 0.0106
-0.0596 0.1152 -0.0805
-0.0010 -0.0570 0.0277
0.0246 -0.0159 0.0394